1.
The following is a DFT calculation (ωB97M-V with the def2-TZVPD basis set) of a cluster of 3 separate species, C3H12O2S2 in total.

Each line ends with the natural charge from an NBO analysis.
CARTESIAN COORDINATES (ANGSTROEM)
C (-0.029, 0.928, -2.390)  -0.638
C (0.800, 0.746, -1.104)  -0.509
S (-0.329, 0.874, 0.368)  0.020
S (0.573, 2.299, 1.555)  0.057
C (-0.822, 3.243, 2.181)  -0.741
H (-0.322, -0.093, -2.726)  0.207
H (-0.980, 1.398, -2.244)  0.225
H (0.500, 1.345, -3.262)  0.221
H (1.399, 1.675, -0.893)  0.239
H (1.203, -0.251, -0.937)  0.231
H (-0.411, 3.904, 2.939)  0.233
H (-1.434, 2.453, 2.627)  0.230
H (-1.215, 3.806, 1.337)  0.225
H (1.266, -4.354, 0.308)  0.469
H (2.424, -4.585, -0.564)  0.474
O (1.460, -4.485, -0.631)  -0.943
H (-1.694, -4.161, -1.622)  0.459
H (-0.848, -5.187, -1.158)  0.472
O (-1.771, -5.117, -1.472)  -0.931

Atomic forces in eV per Å
0.407 -2.205 -0.765
-1.202 2.198 0.841
-0.539 -0.354 0.165
1.256 -0.169 0.021
0.319 -0.685 -0.536
0.162 0.501 0.072
-0.238 0.780 0.258
0.006 0.128 0.615
0.314 -1.476 -0.507
0.766 0.484 -0.555
-0.071 0.007 0.086
-0.565 0.849 -0.081
-0.610 -0.077 0.384
-0.425 0.049 -0.199
-0.316 -0.060 -0.561
0.625 0.026 0.795
-0.890 -0.117 -0.292
-0.377 -0.901 -0.079
1.379 1.021 0.340

Values from the calculation:
SMILES string: CCSSC.O.O
HOMO-LUMO gap: 8.32 eV
Energy relative to the best compared isomer or geometry (same formula, charge and spin): 129.93 kJ/mol
Highest occupied orbital energy: -0.29433 Eh

***

2.
The following is a DFT calculation (ωB97M-V with the def2-TZVPD basis set) of the ion C6H17NO2P with charge +1.

Each line ends with the natural charge from an NBO analysis.
CARTESIAN COORDINATES (ANGSTROEM)
C (2.804, -1.422, 1.164)  -0.250
O (2.786, -0.052, 0.821)  -0.543
C (2.536, 0.187, -0.555)  -0.065
C (1.045, 0.301, -0.845)  -0.415
C (0.415, 1.435, -0.040)  -0.420
C (-1.093, 1.625, -0.251)  -0.441
C (-1.945, 0.893, 0.771)  -0.208
N (-1.993, -0.625, 0.565)  -0.811
P (-2.638, -1.204, -1.036)  1.644
O (-1.687, -1.053, -2.127)  -0.982
H (3.691, -1.921, 0.759)  0.186
H (2.829, -1.486, 2.250)  0.202
H (1.918, -1.956, 0.795)  0.140
H (3.035, 1.125, -0.809)  0.198
H (2.985, -0.605, -1.166)  0.184
H (0.566, -0.661, -0.629)  0.161
H (0.899, 0.475, -1.914)  0.230
H (0.921, 2.368, -0.293)  0.234
H (0.623, 1.270, 1.023)  0.212
H (-1.379, 1.352, -1.270)  0.232
H (-1.360, 2.676, -0.134)  0.252
H (-2.986, 1.213, 0.782)  0.225
H (-1.529, 1.032, 1.768)  0.234
H (-2.583, -1.023, 1.303)  0.444
H (-1.054, -1.018, 0.700)  0.456
H (-3.809, -0.436, -1.017)  -0.051
H (-2.997, -2.491, -0.616)  -0.047

Atomic forces in eV per Å
0.064 -0.002 -0.005
-0.133 -0.002 -0.045
0.123 -0.114 0.040
0.022 0.081 0.032
-0.008 -0.003 0.075
0.014 -0.061 -0.011
0.004 -0.042 0.000
0.051 -0.009 0.145
0.039 0.068 -0.047
-0.053 -0.030 0.092
-0.037 0.021 -0.011
0.010 -0.002 -0.047
-0.004 0.025 0.019
-0.025 -0.018 0.035
-0.016 0.053 0.007
0.016 -0.032 -0.046
-0.018 -0.064 0.009
0.018 -0.029 -0.059
0.007 0.071 -0.027
-0.023 0.047 0.017
0.021 0.011 0.035
-0.008 0.026 -0.104
-0.086 -0.006 0.050
0.092 -0.022 0.029
0.008 0.075 -0.100
-0.041 -0.014 -0.040
-0.036 -0.029 -0.043

Values from the calculation:
SMILES string: COCCCCC[NH2+][PH2]=O
HOMO-LUMO gap: 8.92 eV
Energy relative to the best compared isomer or geometry (same formula, charge and spin): 0.00 kJ/mol
Highest occupied orbital energy: -0.46489 Eh
Charge: +1

***

3.
The following is a DFT calculation (ωB97M-V with the def2-TZVPD basis set) of an isolated molecule of C5H8N2.

Each line ends with the natural charge from an NBO analysis.
CARTESIAN COORDINATES (ANGSTROEM)
C (-2.428, 0.015, -0.244)  -0.398
N (-1.033, -0.022, 0.140)  -0.342
C (-0.520, -0.587, 1.264)  0.172
N (0.791, -0.582, 1.272)  -0.467
C (1.164, 0.014, 0.088)  0.101
C (2.612, 0.185, -0.277)  -0.639
C (0.047, 0.373, -0.621)  -0.126
H (-2.549, -0.428, -1.237)  0.208
H (-3.006, -0.578, 0.471)  0.215
H (-2.816, 1.038, -0.258)  0.205
H (-1.157, -0.977, 2.051)  0.191
H (3.224, -0.360, 0.449)  0.233
H (2.830, -0.207, -1.280)  0.216
H (2.918, 1.239, -0.248)  0.217
H (-0.076, 0.878, -1.571)  0.213

Atomic forces in eV per Å
-0.097 -0.003 -0.039
0.164 -0.096 0.112
-0.110 0.004 0.018
-0.074 0.085 -0.144
0.072 0.065 -0.073
0.009 -0.016 0.057
0.034 -0.013 -0.006
-0.028 0.077 0.158
0.097 0.151 -0.124
0.080 -0.148 0.017
0.118 0.036 -0.193
-0.132 0.101 -0.177
-0.071 0.120 0.258
-0.070 -0.199 -0.027
0.009 -0.165 0.163

Values from the calculation:
SMILES string: Cc1cn(C)cn1
HOMO-LUMO gap: 9.35 eV
Energy relative to the best compared isomer or geometry (same formula, charge and spin): 8.29 kJ/mol
Highest occupied orbital energy: -0.31055 Eh

***

4.
The following is a DFT calculation (ωB97M-V with the def2-TZVPD basis set) of a cluster of 2 separate species, C3H12N2O in total.

Each line ends with the natural charge from an NBO analysis.
CARTESIAN COORDINATES (ANGSTROEM)
N (1.663, -0.676, 0.756)  -0.846
C (0.225, -0.773, 0.397)  -0.071
C (0.128, -1.289, -1.048)  -0.632
C (-0.472, -1.654, 1.391)  -0.233
N (-0.583, -1.047, 2.741)  -0.832
H (2.000, 0.277, 0.822)  0.356
H (1.828, -1.053, 1.667)  0.362
H (-0.147, 0.254, 0.335)  0.175
H (0.962, -1.973, -1.255)  0.226
H (-0.602, -2.061, -1.326)  0.212
H (0.103, -0.450, -1.734)  0.211
H (-0.112, -2.681, 1.394)  0.193
H (-1.501, -1.831, 1.038)  0.178
H (-0.443, -0.064, 2.622)  0.346
H (-1.545, -1.092, 3.054)  0.356
H (-0.503, 6.108, -3.328)  0.469
H (-0.852, 4.671, -3.746)  0.469
O (-0.149, 5.332, -3.780)  -0.937

Atomic forces in eV per Å
0.081 0.358 -0.194
1.203 -0.197 -0.797
0.511 -1.541 -0.224
-2.367 0.192 0.106
0.230 -0.508 -0.217
-0.158 0.027 -0.266
0.004 -0.414 0.589
-0.596 -0.149 0.608
0.664 0.905 0.060
-1.079 0.846 0.531
0.089 -0.190 -0.337
0.879 0.068 0.280
0.122 0.267 -0.273
0.370 0.687 0.049
0.047 -0.349 0.086
0.020 -0.151 -0.072
0.128 0.178 0.009
-0.149 -0.028 0.064

Values from the calculation:
SMILES string: C[C@H](N)CN.O
HOMO-LUMO gap: 9.95 eV
Energy relative to the best compared isomer or geometry (same formula, charge and spin): 75.43 kJ/mol
Highest occupied orbital energy: -0.33714 Eh

***

5.
The following is a DFT calculation (ωB97M-V with the def2-TZVPD basis set) of a structure of composition C16H25InN2O3PS.

Each line ends with the natural charge from an NBO analysis.
CARTESIAN COORDINATES (ANGSTROEM)
In (0.955, 0.788, -0.246)  1.408
O (-0.602, 2.275, -1.201)  -0.719
C (-1.042, 1.164, -1.614)  0.765
O (-1.082, 0.155, -0.815)  -0.746
C (-1.036, 0.904, -3.078)  -0.090
C (-2.112, 0.942, -3.945)  -0.204
C (-1.918, 0.678, -5.294)  -0.203
C (-0.649, 0.372, -5.757)  -0.188
C (0.432, 0.321, -4.887)  -0.208
C (0.259, 0.591, -3.533)  -0.156
S (1.752, 0.492, -2.533)  -0.233
H (-3.098, 1.177, -3.565)  0.226
H (-2.758, 0.709, -5.978)  0.227
H (-0.492, 0.162, -6.808)  0.227
H (1.417, 0.072, -5.262)  0.227
C (2.630, 3.894, -0.407)  -0.413
N (1.392, 4.409, 0.173)  -0.408
C (0.920, 5.716, -0.292)  -0.206
C (-0.076, 6.274, 0.699)  -0.423
C (-1.178, 5.261, 0.894)  -0.207
N (-0.610, 3.965, 1.271)  -0.400
C (-1.532, 3.020, 1.882)  -0.397
C (0.603, 3.580, 0.867)  0.843
O (1.043, 2.405, 1.188)  -0.831
H (3.209, 3.347, 0.332)  0.218
H (3.221, 4.743, -0.743)  0.225
H (2.435, 3.259, -1.274)  0.218
H (0.474, 5.613, -1.286)  0.209
H (1.786, 6.368, -0.378)  0.219
H (-0.484, 7.219, 0.346)  0.243
H (0.427, 6.455, 1.652)  0.218
H (-1.757, 5.135, -0.025)  0.209
H (-1.863, 5.568, 1.683)  0.220
H (-1.575, 3.148, 2.965)  0.207
H (-1.251, 2.003, 1.645)  0.219
H (-2.524, 3.197, 1.468)  0.219
C (-0.034, -0.787, 2.807)  -0.946
P (1.491, -0.538, 1.873)  0.966
C (2.221, -2.175, 1.649)  -0.946
C (2.603, 0.371, 2.966)  -0.947
H (0.186, -1.374, 3.699)  0.255
H (-0.772, -1.308, 2.199)  0.271
H (-0.438, 0.180, 3.104)  0.259
H (2.292, -2.672, 2.618)  0.254
H (3.218, -2.080, 1.219)  0.262
H (1.607, -2.776, 0.980)  0.268
H (2.675, -0.156, 3.920)  0.253
H (2.212, 1.374, 3.121)  0.276
H (3.594, 0.441, 2.519)  0.258

Atomic forces in eV per Å
-0.122 -0.038 -0.076
-0.385 -0.295 -0.233
0.226 0.176 0.348
0.078 0.273 -0.146
0.135 -0.060 0.063
0.026 0.010 0.051
-0.026 -0.006 -0.022
0.042 -0.014 0.009
-0.028 0.010 0.015
-0.056 -0.026 -0.042
0.019 0.041 0.219
0.031 -0.004 -0.012
0.047 0.001 0.041
-0.004 0.008 0.032
-0.034 0.010 0.011
-0.046 0.126 0.055
0.091 -0.017 -0.090
0.026 -0.089 -0.024
0.084 -0.039 0.098
-0.032 -0.081 -0.021
-0.013 -0.013 0.068
-0.041 0.097 -0.026
0.056 -0.195 0.168
-0.089 0.339 -0.326
-0.034 -0.012 0.028
0.019 0.009 0.009
-0.027 -0.045 -0.043
-0.012 -0.001 -0.014
0.049 0.007 -0.003
-0.008 -0.009 -0.039
-0.023 0.056 -0.018
-0.042 -0.005 -0.006
0.014 -0.009 0.044
0.024 0.025 0.003
0.039 -0.098 -0.043
-0.001 -0.005 0.010
-0.016 0.025 -0.002
0.043 -0.099 -0.111
-0.007 0.002 -0.010
0.009 -0.035 0.052
-0.032 -0.010 0.029
0.001 -0.004 -0.016
-0.014 0.010 -0.001
0.026 -0.021 -0.022
-0.012 -0.008 -0.008
-0.014 -0.003 0.004
0.034 0.023 -0.009
-0.002 -0.004 0.007
0.001 -0.001 -0.002

Values from the calculation:
HOMO-LUMO gap: 7.93 eV
Energy relative to the best compared isomer or geometry (same formula, charge and spin): 0.00 kJ/mol
Highest occupied orbital energy: -0.39331 Eh
Charge: +1

***

6.
The following is a DFT calculation (ωB97M-V with the def2-TZVPD basis set) of a structure of composition C2H2AlLiO2.

Each line ends with the natural charge from an NBO analysis.
CARTESIAN COORDINATES (ANGSTROEM)
H (-2.092, 0.661, -2.875)  -0.277
O (-0.999, 0.968, 1.271)  -0.297
C (-0.598, 0.561, 0.194)  -0.110
C (0.760, -0.035, -0.008)  0.382
O (1.790, 0.613, 0.136)  -0.593
Li (3.615, 0.357, 0.287)  0.993
Al (-1.612, 0.691, -1.417)  1.706
H (0.790, -1.141, -0.119)  0.196

Atomic forces in eV per Å
-0.147 0.063 -0.109
0.630 -0.665 -1.527
-0.090 0.969 2.109
2.038 -0.382 1.934
-1.361 -0.634 -0.594
0.528 0.117 0.110
-1.571 0.283 -1.501
-0.027 0.250 -0.421

Values from the calculation:
HOMO-LUMO gap: 8.40 eV
Energy relative to the best compared isomer or geometry (same formula, charge and spin): 0.00 kJ/mol
Highest occupied orbital energy: -0.69506 Eh
Charge: +2

***

One value per record, in order, for max |F|: 2.642; 0.172; 0.293; 2.377; 0.538; 2.835 eV/Å.